C40H33BiCl3GeN14O5S2 as an isolated structure in a non-equilibrium geometry, computed with wB97M-V/def2-TZVPD.

Summary:
ΔE to the lowest compared entry with this formula, charge and spin = 53.5 kJ/mol
Gap between HOMO and LUMO (alpha / beta) = 7.5 / 6.7 eV
Molar mass = 1241.88 g/mol
Charge = 0
DFT total energy = -194710.6701 eV
2S+1 = 2
E_HOMO (alpha / beta) = -0.2915 / -0.2913 Eh

XYZ file:
```
99
C40H33BiCl3GeN14O5S2 | the OMol25 dataset | wB97M-V/def2-TZVPD
Bi -0.020 0.560 0.170
Ge -0.355 -0.829 -2.757
Cl -0.545 0.443 -4.596
Cl 1.049 -2.413 -3.492
Cl -2.334 -1.957 -3.037
S -4.534 -2.564 0.107
S 4.150 0.650 4.260
O -6.479 0.226 0.672
O 5.086 -0.440 4.272
O 1.267 0.214 2.042
O 0.567 2.627 0.177
O 4.068 1.496 5.415
N -2.872 3.012 3.009
N -8.079 -1.123 -0.001
N -2.339 -1.342 0.481
N -8.043 -1.142 1.386
N -3.322 2.476 -2.621
N -0.188 -4.344 0.257
N -2.848 1.835 3.675
N -2.647 3.623 -2.389
N -1.733 1.923 -1.259
N -1.559 1.538 1.962
N 2.259 0.192 -0.884
N 0.370 -2.208 0.520
N 4.530 -0.468 -1.581
N 2.672 0.122 3.811
C -6.648 -0.071 -1.735
C 3.441 -4.962 0.658
C 5.526 2.422 2.457
C 4.443 1.643 2.811
C 4.350 3.000 0.417
C 5.660 0.337 -1.119
C -7.130 -0.344 -0.382
C -5.569 0.306 -4.256
C -6.776 -0.455 5.450
C -5.611 0.270 5.650
C 5.470 3.101 1.243
C -5.437 0.665 3.292
C -2.060 0.966 3.039
C -2.026 -2.669 0.308
C 1.185 -4.331 0.413
C -3.103 -3.487 0.156
C -6.908 -0.998 -2.745
C -4.935 0.835 4.574
C -0.614 -3.054 0.342
C -7.092 -0.350 1.741
C -2.084 2.791 1.984
C -7.271 -0.640 4.171
C 3.786 -3.618 0.879
C -2.754 1.468 -1.965
C -5.334 1.246 -3.265
C -3.620 -1.161 0.430
C -6.595 -0.082 3.090
C -1.709 3.251 -1.550
C 3.307 2.195 0.820
C 3.320 1.517 2.010
C 2.838 -2.617 0.853
C -6.369 -0.803 -4.001
C -3.678 1.633 4.847
C 3.321 -0.093 -1.235
C -5.882 1.055 -2.000
C -4.458 2.444 -3.534
C 4.676 -1.239 -2.817
C 1.517 -2.985 0.598
C 2.316 0.589 2.645
C 2.136 -5.345 0.427
H 1.536 2.673 0.377
H 3.778 -1.833 -2.977
H 5.429 0.761 -0.144
H 6.528 -0.313 -1.024
H -3.925 2.631 5.207
H 5.533 -1.901 -2.709
H 4.816 -3.368 1.095
H 3.089 -1.587 1.059
H 4.302 3.551 -0.514
H -8.165 -1.220 3.992
H -4.084 2.423 -4.557
H -4.997 3.379 -3.385
H 4.829 -0.580 -3.675
H -7.504 -1.871 -2.518
H -4.087 -0.191 0.523
H -3.124 -4.552 -0.006
H 5.886 1.143 -1.821
H -5.113 0.431 -5.230
H -0.761 -5.149 0.080
H -1.846 3.540 1.250
H -0.960 3.914 -1.149
H -5.219 0.393 6.653
H 1.871 -6.383 0.272
H -6.542 -1.531 -4.782
H 4.217 -5.716 0.686
H -4.929 1.110 2.445
H -3.074 0.440 -2.044
H -1.860 -0.037 3.380
H -7.293 -0.889 6.296
H -3.080 1.141 5.614
H -5.692 1.777 -1.213
H 6.386 2.506 3.107
H 6.299 3.727 0.940
```

---

C40H33NOP2ReS as an isolated structure, computed with wB97M-V/def2-TZVPD.

Summary:
ΔE to the lowest compared entry with this formula, charge and spin = 0.0 kJ/mol
Gap between HOMO and LUMO (alpha / beta) = 5.6 / 5.9 eV
Molar mass = 823.93 g/mol
Charge = +2
DFT total energy = -77079.9677 eV
2S+1 = 2
E_HOMO (alpha / beta) = -0.4910 / -0.4923 Eh

XYZ file:
```
79
C40H33NOP2ReS | the OMol25 dataset | wB97M-V/def2-TZVPD
Re 0.977 0.701 0.183
S -4.193 -5.057 4.420
P -1.152 1.474 -0.567
P 3.302 1.249 -0.139
O -5.549 -4.176 2.310
N 1.058 2.625 0.573
C -3.923 -0.914 1.204
C 3.538 2.822 0.716
C 3.726 1.510 -4.677
C -2.434 0.249 -0.289
C -2.223 -3.187 4.275
C 3.346 0.227 -2.681
C 5.451 -0.509 -0.173
C 3.792 2.600 -2.533
C -1.238 -2.457 3.643
C -1.219 2.007 -2.278
C -0.170 2.473 -4.394
C 6.289 -1.442 0.419
C 3.891 2.660 -3.917
C -2.520 2.901 -4.098
C -2.650 -4.415 2.225
C -2.969 0.067 0.990
C 4.983 -1.350 2.445
C 2.198 3.454 0.746
C -1.383 2.912 -4.899
C -3.793 -1.559 -1.111
C 0.579 -1.048 0.937
C -0.084 2.022 -3.083
C 3.528 1.382 -1.914
C -2.441 2.450 -2.793
C 0.367 4.760 0.825
C -6.843 -5.496 3.842
C -1.426 2.923 0.493
C -4.336 -1.729 0.156
C -5.609 -4.824 3.316
C -2.945 -4.149 3.566
C -0.971 -2.695 2.286
C 1.813 4.727 0.876
C -2.843 -0.574 -1.339
C -0.085 -1.861 1.592
C -1.667 -3.695 1.586
C 6.053 -1.862 1.722
C 4.377 0.004 0.553
C 4.141 -0.418 1.865
C -0.063 3.507 0.660
C 3.449 0.293 -4.060
H 3.325 -0.603 -4.654
H -3.467 3.242 -4.494
H 4.806 -1.677 3.461
H 2.459 5.583 0.992
H 4.296 3.447 0.244
H -1.449 3.264 -5.921
H -4.117 -2.189 -1.928
H -1.441 -3.877 0.544
H -0.248 5.644 0.892
H -2.115 3.620 0.016
H -3.334 2.435 -2.179
H -3.190 -5.184 1.696
H 4.109 3.604 -4.398
H -5.071 -2.504 0.332
H -2.654 0.686 1.821
H 7.129 -1.837 -0.136
H -7.210 -4.940 4.707
H 6.711 -2.590 2.178
H 0.877 1.689 -2.714
H -0.689 -1.693 4.177
H -2.433 -0.441 -2.332
H -1.861 2.604 1.441
H -4.347 -1.045 2.191
H -2.454 -2.998 5.315
H 3.925 3.504 -1.953
H 3.310 -0.018 2.434
H 3.147 -0.728 -2.203
H 5.643 -0.181 -1.187
H -7.601 -5.499 3.063
H 3.905 2.572 1.715
H -6.624 -6.512 4.167
H 3.817 1.557 -5.754
H 0.717 2.479 -5.012
```

---

C40H34AgClF2N6O6 as an isolated structure in a non-equilibrium geometry, computed with wB97M-V/def2-TZVPD.

Summary:
ΔE to the lowest compared entry with this formula, charge and spin = 95.6 kJ/mol
Gap between HOMO and LUMO = 4.6 eV
Molar mass = 876.07 g/mol
Charge = -2
DFT total energy = -85213.7645 eV
E_HOMO = -0.0375 Eh

XYZ file:
```
90
C40H34AgClF2N6O6 | the OMol25 dataset | wB97M-V/def2-TZVPD
Ag -0.408 0.745 0.804
Cl -5.544 -4.164 -0.923
F -0.826 6.324 1.107
F -1.130 3.904 5.123
O -4.450 2.910 0.029
O -2.541 1.772 -0.191
O 4.670 -3.587 3.455
O 1.753 -0.271 1.678
O -3.317 0.361 2.042
O -0.143 -1.432 0.005
N -0.324 0.782 -1.717
N -0.191 1.266 -3.859
N 2.554 2.416 -5.675
N 1.607 1.465 -5.418
N -0.507 0.375 3.314
N 3.686 1.842 -5.904
C -0.224 2.753 1.721
C -3.917 -0.549 1.247
C -6.245 0.534 1.081
C 3.536 0.500 -5.796
C -1.244 0.392 -3.698
C 2.177 0.228 -5.486
C -5.266 -0.579 0.842
C -3.090 -1.625 0.904
C 1.692 -1.059 -5.334
C -0.115 1.532 3.857
C 0.735 -0.793 4.988
C 4.630 -2.950 4.703
C 0.933 -2.496 -1.818
C 1.955 -2.355 0.521
C 4.445 -0.556 -5.931
C -0.432 2.762 3.123
C -4.891 -2.770 -0.112
C 0.259 1.827 -5.101
C 0.679 1.583 5.004
C -5.725 -1.710 0.178
C 2.667 -3.552 0.434
C 3.955 -1.837 -5.762
C 2.268 -1.407 1.571
C 3.257 -1.839 2.518
C 1.468 2.370 -2.323
C -0.826 3.923 3.779
C -0.385 3.985 1.077
C -1.312 0.115 -2.369
C 1.128 0.404 5.566
C -3.551 -2.727 0.223
C 0.327 1.471 -2.611
C 3.839 -3.075 2.462
C -3.608 1.746 1.940
C -0.095 -0.749 3.879
C -0.986 5.127 3.126
C 0.852 -2.047 -0.365
C 3.589 -3.935 1.381
C -3.516 2.207 0.435
C -0.724 5.129 1.768
C 2.615 -2.089 -5.479
H 2.379 2.025 -2.812
H -2.878 -3.527 -0.047
H -4.576 2.011 2.380
H 2.428 -4.250 -0.359
H -0.067 -2.527 -2.247
H -1.839 0.075 -4.532
H 1.418 -3.460 -1.930
H -5.874 1.466 0.644
H 0.657 -1.255 -5.101
H -0.437 -1.667 3.419
H 3.461 -1.148 3.324
H 0.239 2.925 -5.066
H -1.315 6.014 3.642
H 1.076 -1.739 5.383
H 5.195 -2.008 4.704
H 4.081 -4.896 1.339
H 1.256 3.382 -2.669
H -2.008 -0.495 -1.834
H 2.282 -3.111 -5.362
H -2.811 2.239 2.498
H 1.614 2.374 -1.244
H -6.766 -1.760 -0.111
H 1.520 -1.756 -2.360
H 3.599 -2.747 5.018
H 4.632 -2.677 -5.848
H 1.787 0.416 6.426
H -0.420 1.476 -5.893
H -0.263 4.049 0.006
H -6.412 0.690 2.148
H 5.485 -0.363 -6.147
H 0.973 2.540 5.410
H -7.201 0.293 0.617
H -2.050 -1.543 1.177
H 5.091 -3.642 5.412
```

---

C40H34N9NaO4S3 as an isolated structure, computed with wB97M-V/def2-TZVPD.

Summary:
Gap between HOMO and LUMO = 5.6 eV
Molar mass = 823.96 g/mol
Charge = -2
DFT total energy = -100560.3333 eV
E_HOMO = -0.0678 Eh

XYZ file:
```
91
C40H34N9NaO4S3 | the OMol25 dataset | wB97M-V/def2-TZVPD
S 0.683 3.589 0.633
S 3.153 -0.057 1.760
S -0.866 5.164 -1.447
Na 0.336 0.233 0.741
O -4.130 3.360 1.018
O -1.058 -2.035 -0.719
O 3.872 -1.302 1.943
O 2.106 0.242 2.723
N -0.934 0.364 2.858
N -1.245 2.627 -1.019
N -3.314 1.183 0.839
N 2.525 0.146 0.349
N -0.243 -1.950 1.751
N -0.082 -3.137 1.090
N -5.303 0.147 0.435
N -3.334 -1.141 0.574
N 1.015 0.142 -1.845
C -0.477 -0.609 3.659
C 0.077 -3.962 -2.414
C 2.048 -0.202 -4.403
C -3.974 2.693 -3.520
C -5.617 1.556 0.391
C 6.198 3.248 2.469
C 5.107 -0.378 -2.311
C 0.275 -6.534 -1.394
C -6.137 -0.871 -0.143
C -3.910 4.031 -3.908
C 4.370 1.224 2.006
C 4.333 -0.376 -3.435
C -2.975 4.882 -3.322
C 0.464 -6.317 -2.753
C -0.483 3.605 -0.593
C -0.430 0.886 5.522
C 0.232 0.130 -2.890
C 4.975 3.537 1.870
C -0.894 1.892 4.694
C 6.506 1.941 2.829
C -2.108 4.376 -2.361
C -0.150 -3.173 3.884
C 3.192 -0.038 -0.838
C -3.108 2.186 -2.558
C 0.374 -5.024 -3.259
C -4.263 2.178 0.787
C 0.708 -0.041 -4.208
C -2.153 3.020 -1.972
C 4.555 -0.213 -1.023
C -0.223 -0.384 5.005
C 2.356 -0.026 -2.020
C -0.112 -4.176 -1.051
C -0.003 -5.467 -0.546
C 2.931 -0.202 -3.300
C 4.055 2.526 1.635
C -3.942 0.051 0.606
C -0.459 -2.998 -0.176
C 5.591 0.922 2.595
C -1.132 1.581 3.359
C -0.272 -1.949 3.026
H -1.062 2.899 5.056
H -3.167 1.151 -2.237
H -4.593 4.414 -4.657
H 0.169 -1.178 5.629
H -0.008 -2.949 -2.791
H -0.213 1.089 6.564
H 0.782 -3.154 4.459
H 6.179 -0.518 -2.403
H -4.707 2.037 -3.975
H 2.456 -0.328 -5.401
H -1.493 2.329 2.657
H 0.012 -0.035 -5.038
H -5.959 -1.836 0.334
H 4.765 -0.513 -4.421
H -0.827 0.268 -2.695
H -2.329 -1.186 0.377
H 0.533 -4.842 -4.316
H -0.983 -3.236 4.591
H 0.348 -7.538 -0.991
H 7.462 1.715 3.289
H -5.990 -0.986 -1.225
H -3.845 -1.924 0.211
H -6.396 1.839 1.101
H -7.181 -0.613 0.032
H 6.911 4.043 2.653
H 0.685 -7.148 -3.413
H -0.141 -4.049 3.241
H 5.801 -0.108 2.860
H -5.899 1.894 -0.612
H -2.926 5.927 -3.608
H -0.128 -5.616 0.519
H 5.205 -0.240 -0.159
H 4.732 4.553 1.582
H 3.100 2.738 1.160
```

---

A 2-piece molecular cluster, C40H35N2 overall in a non-equilibrium geometry, computed with wB97M-V/def2-TZVPD.

Summary:
ΔE to the lowest compared entry with this formula, charge and spin = 0.0 kJ/mol
Gap between HOMO and LUMO = 3.9 eV
Molar mass = 543.73 g/mol
Charge = +1
DFT total energy = -45020.6547 eV
E_HOMO = -0.3412 Eh

XYZ file:
```
77
C40H35N2 | the OMol25 dataset | wB97M-V/def2-TZVPD
N -0.370 -5.702 -4.125
N 0.974 -1.069 3.360
C 0.263 3.941 0.646
C -1.955 2.254 -1.876
C -3.148 2.369 -1.117
C -0.654 3.835 -0.428
C 0.255 5.051 1.492
C -4.346 1.849 -1.592
C -2.051 1.757 -3.195
C -1.437 6.096 0.106
C 4.283 0.045 -2.608
C 0.593 0.689 -2.147
C -0.687 2.644 -1.274
C -4.425 1.392 -2.913
C 0.034 -5.280 -3.111
C 0.598 -1.727 2.238
C -1.911 -1.818 2.597
C -1.537 4.924 -0.643
C 0.499 1.902 -1.482
C 0.506 -4.741 -1.872
C -0.328 -4.777 -0.742
C 4.262 -1.069 -3.455
C -0.562 6.153 1.200
C -3.288 1.399 -3.729
C 2.317 -1.218 3.911
C -3.461 -1.256 0.825
C 3.097 0.624 -2.174
C 1.786 -4.168 -1.782
C 1.546 -2.482 1.538
C 1.846 0.086 -2.559
C 0.061 -4.151 0.428
C 1.061 0.492 5.160
C 0.135 -0.126 4.099
C 3.033 -1.607 -3.858
C 1.259 -3.392 0.462
C 1.844 -1.045 -3.415
C 2.433 -0.166 5.017
C -3.223 -1.667 2.142
C 2.179 -3.539 -0.614
C -0.817 -1.563 1.754
C -2.381 -1.035 -0.040
C -1.079 -1.124 0.445
H -0.519 7.045 1.826
H 3.200 0.557 4.732
H 2.449 -4.175 -2.652
H -2.559 -0.772 -1.088
H 1.403 2.347 -1.060
H -2.287 4.862 -1.434
H 0.890 5.052 2.382
H -0.694 -0.626 4.622
H 3.010 -2.469 -4.523
H -0.320 0.637 3.448
H -4.055 -1.861 2.826
H -1.752 -2.145 3.625
H 3.120 1.508 -1.540
H -3.349 1.119 -4.782
H -1.299 -5.278 -0.787
H 2.468 -2.222 4.342
H -5.211 1.809 -0.928
H 1.114 1.573 5.018
H 3.089 -1.057 3.146
H 2.736 -0.646 5.951
H -0.248 -0.835 -0.196
H -5.377 1.051 -3.311
H 5.228 0.473 -2.284
H -0.321 0.163 -2.463
H -4.486 -1.130 0.465
H 0.944 3.109 0.836
H 2.593 -2.411 1.836
H 3.164 -3.066 -0.542
H -1.142 1.686 -3.798
H 0.887 -1.461 -3.730
H 0.663 0.295 6.160
H -2.050 6.963 -0.156
H -0.574 -4.190 1.319
H 5.194 -1.506 -3.805
H -3.111 2.818 -0.122
```

---

Q: Among the records above, which one has the lowest molar mass?
A: C40H35N2